[1]
The following is a DFT calculation (ωB97M-V/def2-TZVPD) of C3H12P4 in the gas phase at a distorted geometry.

Calculated values
energy relative to the best compared isomer or geometry (same formula, charge and spin)	11.4	kcal per mole
expectation value of S²	2.007
max |F|	0.0826	hartree/bohr
E	-40453.191	eV
LUMO (spin up / spin down)	0.688 / -2.076	eV
frontier orbital gap (spin up / spin down)	5.3 / 6.3	eV
multiplicity	3

```
19
C3H12P4 | the Open Molecules 2025 dataset | ωB97M-V/def2-TZVPD
C -0.43197 0.50217 -1.12262
H 2.62237 1.01300 0.04125
H -1.35672 1.21922 -3.03831
H 1.84270 1.01906 -1.77548
C -0.86907 0.33919 -2.58972
H 1.07402 2.06491 0.39773
P -1.93699 0.90945 0.04856
H -2.55215 1.67360 -0.97704
P -0.35160 -0.80966 1.75694
H 1.32158 -1.08690 3.58203
H 1.76166 -2.04056 2.16570
H -1.63247 -0.49621 -2.62218
H 0.00737 0.15088 -3.30254
C 0.85345 -1.75652 2.78758
H -1.22733 1.86180 0.61930
P 0.41949 -1.08630 -0.35504
H -1.29348 -1.82202 1.61863
P 1.30878 0.93326 -0.51081
H 0.44037 -2.58833 3.27603
```

[2]
The following is a DFT calculation (ωB97M-V/def2-TZVPD) of a molecular structure, C3H13BClCoCrN3O10 at a distorted geometry.

Calculated values
energy relative to the best compared isomer or geometry (same formula, charge and spin)	19.5	kcal per mole
expectation value of S²	15.789
max |F|	0.1119	hartree/bohr
E	-107472.617	eV
LUMO (spin up / spin down)	-12.016 / -9.929	eV
frontier orbital gap (spin up / spin down)	3.1 / 5.2	eV
multiplicity	8
net charge	+2

```
33
C3H13BClCoCrN3O10 | the Open Molecules 2025 dataset | ωB97M-V/def2-TZVPD
H 2.40971 -0.96168 0.38418
O 0.53422 0.77271 -1.63086
O -1.76131 0.58618 -1.29028
H -4.01465 1.54657 -2.47408
N 2.69849 0.41413 1.85588
N 4.14847 -1.72378 -2.65051
B -4.67673 1.37587 -1.63936
H 2.58614 -2.88842 -2.71061
H 3.86480 -1.34221 1.45199
H 4.00335 -0.15337 0.23280
H -4.91441 0.33358 -1.49317
Co -3.68341 -0.21934 -2.80017
N -1.81974 0.35828 3.87394
O 4.96653 -2.15624 -3.45093
C 2.72446 -1.81869 -2.86768
O -2.00986 0.26616 5.10935
H -4.17719 1.77393 -0.76974
O 4.57642 -1.22546 -1.63406
O -0.81628 0.87120 3.43563
O 2.56372 0.10020 3.01043
C 3.28089 -0.58905 0.92296
H -5.62399 1.83600 -1.87436
O -0.39557 1.75781 0.15040
O -0.22027 -0.64088 0.03511
Cr 0.99559 3.42375 1.18915
H -2.21366 -0.71619 2.16070
O 2.36089 1.51454 1.41988
Cl -0.46413 0.57806 -0.64272
H -3.35792 0.63443 2.52594
H -3.48591 -0.91555 3.40662
H 2.54647 -1.49142 -3.89203
H 2.17824 -1.08744 -2.27186
C -2.80334 -0.21370 2.92744
```

[3]
The following is a DFT calculation (ωB97M-V/def2-TZVPD) of 2 unconnected molecules or ions with the total composition C3H13N2 at a distorted geometry.

Calculated values
energy relative to the best compared isomer or geometry (same formula, charge and spin)	43.9	kcal per mole
max |F|	0.0800	hartree/bohr
E	-6294.712	eV
LUMO	-3.028	eV
frontier orbital gap	11.6	eV
multiplicity	1
net charge	+1

```
18
C3H13N2 | the Open Molecules 2025 dataset | ωB97M-V/def2-TZVPD
C 0.93590 0.84546 -1.91154
N -0.39202 -0.80921 0.31542
H 1.38090 1.47604 -2.73279
H -0.41166 -0.43193 2.58596
H -2.14971 -0.31571 -0.64824
H 1.89918 1.21368 -0.10597
H -0.14255 0.71125 -2.09762
H 0.09102 -2.17475 1.95797
C -1.78746 -0.37908 0.33271
C 0.17201 -1.04583 1.87917
H 0.91558 2.44404 -0.57315
H 0.11333 0.08258 0.02947
H -2.37516 -1.05860 1.04085
H -1.68924 0.60727 0.84676
H 1.17686 -0.78965 1.76039
H 1.40068 -0.16464 -1.89746
N 0.94758 1.41824 -0.53725
H -0.08524 -1.62918 -0.24467
```

[4]
The following is a DFT calculation (ωB97M-V/def2-TZVPD) of 2 unconnected molecules or ions with the total composition C3H13N2O at a distorted geometry.

Calculated values
energy relative to the best compared isomer or geometry (same formula, charge and spin)	42.3	kcal per mole
max |F|	0.0647	hartree/bohr
E	-8342.148	eV
LUMO	-3.229	eV
frontier orbital gap	10.9	eV
multiplicity	1
net charge	+1

```
19
C3H13N2O | the Open Molecules 2025 dataset | ωB97M-V/def2-TZVPD
H 1.20437 -1.33115 -0.62381
H -1.24918 0.67986 0.80319
H 1.79982 -0.09754 2.68596
C 0.46872 0.63711 -1.41087
O 1.78225 0.85316 2.40838
H -0.85224 -2.33048 0.02456
H -1.76675 -0.98933 -0.68164
H 0.23032 -1.30782 -2.15637
C -0.97624 -0.42753 1.09779
H 0.01460 -0.43036 1.59448
C 0.34673 -0.85579 -1.12473
N -0.86400 -1.22273 -0.17878
H -1.68484 -0.92920 1.76756
H 2.39527 1.35201 2.95690
H 1.12488 1.08452 -0.64739
H 0.97244 0.78689 -2.47159
H -0.92397 1.78625 -0.55233
H -1.14343 1.60756 -2.17073
N -0.87875 1.13456 -1.32059
```

[5]
The following is a DFT calculation (ωB97M-V/def2-TZVPD) of 2 unconnected molecules or ions with the total composition C3H13N2O.

Calculated values
energy relative to the best compared isomer or geometry (same formula, charge and spin)	29.6	kcal per mole
max |F|	0.0163	hartree/bohr
E	-8342.699	eV
LUMO	-3.814	eV
frontier orbital gap	9.1	eV
multiplicity	1
net charge	+1

```
19
C3H13N2O | the Open Molecules 2025 dataset | ωB97M-V/def2-TZVPD
H 3.03919 0.71649 1.19519
H -1.89810 -2.74225 0.59001
N -2.43052 -1.91213 0.32528
H 2.11272 3.76878 -0.03640
N 2.28454 0.65817 0.52037
H 0.06190 -0.17701 -1.22666
C 1.63668 1.92666 0.41020
H 0.94986 1.91440 -0.44157
C -1.75005 -1.24091 -0.83850
H -0.44089 -0.12480 0.45806
H -3.40081 -2.18953 0.16100
H 1.06208 2.13842 1.31676
H 2.70729 0.40009 -0.35604
H -2.41286 -0.45987 -1.20139
O 2.60520 2.96415 0.21644
H -2.40949 -1.28526 1.12724
C -0.37077 -0.76531 -0.42394
H -1.64644 -2.00222 -1.61234
H 0.30044 -1.58787 -0.18368
```

[6]
The following is a DFT calculation (ωB97M-V/def2-TZVPD) of 4 unconnected molecules or ions with the total composition C3H13N2O2S at a distorted geometry.

Calculated values
energy relative to the best compared isomer or geometry (same formula, charge and spin)	195.1	kcal per mole
max |F|	0.0862	hartree/bohr
E	-21225.906	eV
LUMO	-0.508	eV
frontier orbital gap	3.8	eV
multiplicity	1
net charge	-1

```
21
C3H13N2O2S | the Open Molecules 2025 dataset | ωB97M-V/def2-TZVPD
H 2.47000 -0.54925 -2.10071
H -0.91190 0.06280 1.10920
H 1.18922 -0.39875 1.47196
H -2.02351 -0.31060 -0.78600
C -0.92153 1.11015 1.12223
O -0.97827 -2.08664 1.12591
N 1.62411 0.49825 1.20475
H -0.01744 -0.56784 -0.58053
H -1.92856 -1.63318 0.01598
C 0.59660 -0.38427 -1.44803
H 0.88178 2.46993 1.00724
H -1.20848 1.65351 2.01832
H 0.75823 1.40077 -0.31179
H -0.43679 -2.90758 1.21914
O -2.18998 -1.28061 -0.92137
H 0.29304 -1.16742 -2.10770
C 0.59712 1.45451 0.80349
S -2.10760 1.82278 -0.07473
N 2.07796 -0.11656 -1.30059
H 0.12760 0.57690 -1.75940
H 2.10840 0.35309 0.29265
```